[1]
ORCA calculation (ωB97M-V/def2-TZVPD) on 15 unconnected molecules or ions with the total composition C42H85Br29O3P.

Last column: Löwdin charge in e.
Atoms and positions in Å:
Br (11.968, 0.332, -1.975)  0.69
Br (-10.087, 0.179, -0.602)  0.60
Br (-8.231, -9.277, -0.723)  0.62
Br (0.640, 1.270, -5.715)  0.61
Br (-0.270, -0.792, 1.998)  0.75
Br (9.301, -2.009, 1.529)  0.64
Br (-8.936, -3.422, 5.072)  0.63
Br (8.118, -3.862, -1.430)  0.64
Br (9.070, 5.802, -0.841)  0.61
Br (4.566, -4.664, 2.444)  0.62
Br (-0.110, 4.501, -7.336)  0.61
Br (-6.808, -3.190, 2.087)  0.69
Br (4.684, 4.126, 1.319)  0.66
Br (3.884, -1.228, 1.341)  0.65
Br (-5.742, -1.221, -3.416)  0.72
Br (0.904, 2.869, 7.556)  0.57
Br (1.686, 5.241, -3.141)  0.64
Br (-10.106, -3.434, 0.102)  0.59
Br (-3.991, -0.726, 3.341)  0.62
Br (0.730, 5.116, 0.356)  0.67
Br (7.158, 1.232, -2.468)  0.61
Br (5.057, -1.800, -2.475)  0.61
Br (9.664, 1.964, 0.359)  0.58
Br (-4.693, 2.699, 4.525)  0.62
Br (-8.127, -5.792, -1.903)  0.63
Br (1.689, 6.258, 6.328)  0.60
Br (-4.717, -4.491, -4.905)  0.63
Br (2.369, 3.348, 4.098)  0.59
Br (8.729, 7.999, 2.095)  0.61
P (-2.396, -1.309, -0.760)  0.97
O (-4.244, -4.565, -0.549)  -0.02
O (-2.651, 0.061, -1.457)  -0.25
O (-2.413, -5.662, 0.195)  0.12
C (-4.414, -3.186, -0.745)  -0.26
C (5.528, -3.566, 1.153)  -0.72
C (-2.893, 0.465, 4.430)  -0.69
C (-1.879, 2.363, -3.214)  -0.09
C (-6.675, -7.074, -1.682)  -0.68
C (-6.512, -2.244, -4.890)  -0.64
C (0.835, -3.217, 0.840)  -0.14
C (1.421, 6.709, -1.891)  -0.67
C (-3.347, -4.898, 0.440)  -0.43
C (-10.341, -1.929, 1.318)  -0.70
C (1.500, 5.607, 8.152)  -0.69
C (4.560, 2.524, 2.420)  -0.67
C (-3.732, 1.254, 5.400)  -0.69
C (-2.967, 3.303, 0.343)  -0.05
C (5.542, -0.625, -3.950)  -0.67
C (-0.635, -1.765, -0.644)  -0.28
C (1.941, 6.351, -0.526)  -0.67
C (-2.679, 3.190, -2.212)  -0.36
C (-6.491, -3.729, -4.640)  -0.68
C (-7.271, -4.752, 3.156)  -0.63
C (-11.145, -0.826, 0.687)  -0.69
C (-1.908, 4.474, -1.940)  -0.12
C (11.761, 2.222, -1.566)  -0.67
C (-8.701, -4.693, 3.619)  -0.68
C (-3.583, -4.339, 1.835)  -0.20
C (7.442, 7.580, 0.699)  -0.70
C (9.009, -2.136, -1.315)  -0.71
C (-2.245, 1.211, -0.623)  -0.19
C (6.962, -0.143, -3.831)  -0.68
C (-0.356, -2.301, 0.767)  -0.78
C (-7.096, -8.462, -2.077)  -0.69
C (10.073, -2.125, -0.256)  -0.70
C (-3.073, 2.429, -0.910)  -0.30
C (1.605, 3.674, -6.943)  -0.70
C (2.075, 4.226, 8.313)  -0.69
C (-3.255, -2.627, -1.619)  -0.23
C (11.490, 2.441, -0.104)  -0.68
C (5.596, -2.131, 1.590)  -0.68
C (7.521, 6.137, 0.284)  -0.74
C (3.129, 2.184, 2.737)  -0.72
C (1.575, 2.186, -7.159)  -0.68
C (-2.732, -5.029, 2.876)  -0.06
H (-3.593, -2.266, -2.600)  0.01
H (6.527, -3.988, 1.094)  0.01
H (-6.228, -9.111, -2.157)  0.06
H (-0.452, -2.557, -1.363)  0.11
H (5.007, 1.730, 1.825)  0.03
H (12.138, 1.857, 0.541)  0.06
H (0.444, 5.652, 8.396)  0.05
H (4.818, 0.183, -3.955)  0.05
H (-5.338, -3.005, -1.271)  0.08
H (-1.227, -2.884, 1.057)  0.05
H (5.025, -3.692, 0.200)  0.03
H (1.715, -2.821, 0.354)  0.03
H (-3.377, 2.765, 1.190)  0.07
H (-2.723, -6.102, 2.762)  0.09
H (5.165, 2.703, 3.302)  0.06
H (0.579, -4.193, 0.444)  0.09
H (7.590, 5.459, 1.128)  0.03
H (-5.875, -6.719, -2.325)  0.05
H (-7.536, -1.888, -4.960)  0.06
H (-4.508, -2.636, 0.187)  0.06
H (10.689, -1.237, -0.378)  -0.05
H (-5.969, -1.963, -5.785)  0.06
H (-0.843, 2.280, -2.895)  0.07
H (7.648, -0.941, -3.569)  0.03
H (-2.334, 1.093, 3.744)  0.03
H (5.855, -2.019, 2.637)  0.06
H (5.423, -1.225, -4.849)  0.06
H (-7.134, -4.234, -5.357)  0.07
H (-2.207, -0.187, 4.966)  0.06
H (-1.175, 1.381, -0.685)  0.13
H (11.588, 3.497, 0.141)  0.05
H (1.855, 3.942, -5.922)  0.00
H (-3.095, 1.735, 6.139)  0.06
H (-7.124, -5.609, 2.502)  0.07
H (-6.561, -4.791, 3.975)  0.06
H (-12.019, -1.191, 0.159)  0.05
H (-7.652, -8.483, -3.008)  0.05
H (-2.547, -3.442, -1.737)  0.10
H (1.988, 7.228, 0.115)  0.07
H (-3.156, -4.810, 3.850)  0.08
H (3.067, 1.179, 3.148)  0.02
H (2.045, 6.319, 8.768)  0.06
H (-2.317, 1.400, -3.445)  0.07
H (2.583, 1.780, -7.151)  0.06
H (-2.446, 0.929, 0.410)  0.08
H (2.914, 5.872, -0.554)  0.01
H (2.166, 3.972, 9.366)  0.06
H (0.359, 6.931, -1.889)  0.05
H (3.040, 4.115, 7.829)  0.05
H (-1.844, 2.916, -4.147)  0.07
H (-4.474, 0.644, 5.902)  0.05
H (-1.660, 4.928, -2.894)  0.08
H (2.313, 4.142, -7.623)  0.06
H (6.467, 7.795, 1.133)  0.06
H (-10.864, -2.333, 2.183)  0.06
H (-2.887, -1.276, 0.552)  0.03
H (-0.009, -0.922, -0.918)  0.10
H (1.080, -3.378, 1.884)  0.07
H (12.699, 2.688, -1.856)  0.06
H (-6.360, -7.011, -0.647)  0.04
H (6.661, 5.867, -0.324)  0.03
H (-9.348, -1.610, 1.615)  0.01
H (-3.607, 3.485, -2.693)  0.14
H (-3.494, 4.235, 0.221)  0.09
H (-2.514, 5.208, -1.424)  0.08
H (-11.450, -0.102, 1.438)  0.06
H (10.962, 2.591, -2.201)  0.05
H (-4.637, -4.414, 2.083)  0.03
H (-6.777, -4.006, -3.634)  -0.02
H (1.967, 7.553, -2.306)  0.06
H (-1.723, -4.638, 2.902)  0.07
H (6.308, -1.582, 0.979)  0.02
H (10.697, -3.013, -0.268)  0.06
H (-3.373, -3.273, 1.790)  0.05
H (-4.112, 2.118, -0.988)  0.15
H (-1.917, 3.487, 0.552)  0.06
H (9.453, -1.975, -2.296)  0.05
H (7.283, 0.322, -4.760)  0.06
H (-9.380, -4.397, 2.827)  0.00
H (7.634, 8.264, -0.121)  0.05
H (1.079, 1.906, -8.082)  0.05
H (-9.009, -5.656, 4.019)  0.07
H (8.237, -1.392, -1.139)  0.02
H (2.483, 2.260, 1.868)  0.04
H (-1.003, 4.273, -1.377)  -0.02

Results
charge	+1
orbital gap	9.33	eV
maximum force	2.709	eV Å⁻¹
multiplicity	1



[2]
ORCA calculation (ωB97M-V/def2-TZVPD) on a gas-phase ion, C6H12N2 (charge +2).

Last column: Löwdin charge in e.
Atoms and positions in Å:
N (-0.329, 0.695, -0.413)  0.04
N (-0.275, -1.526, 0.065)  -0.05
C (-1.564, 0.327, -0.298)  0.14
C (-1.654, -1.110, -0.017)  0.00
C (1.347, 2.382, 0.252)  -0.03
C (0.210, 1.999, -0.690)  -0.14
C (0.075, -2.871, 0.388)  0.06
C (0.505, -0.534, -0.162)  0.20
H (1.584, -0.498, -0.173)  0.19
H (-0.753, -3.543, 0.167)  0.13
H (-2.226, -1.357, 0.896)  0.20
H (1.563, 3.437, 0.106)  0.11
H (1.070, 2.246, 1.295)  0.10
H (0.967, -3.196, -0.150)  0.13
H (-2.406, 0.999, -0.408)  0.19
H (2.264, 1.838, 0.041)  0.09
H (0.298, -2.965, 1.459)  0.14
H (-2.199, -1.643, -0.819)  0.20
H (0.584, 2.007, -1.722)  0.16
H (-0.611, 2.718, -0.623)  0.15

Results
charge	+2
energy above the lowest of the compared OMol25 structures with the same formula, charge and spin	0.368	eV
orbital gap	10.12	eV
SMILES	CC[N+]1=CC[N+](C)=C1
maximum force	3.440	eV Å⁻¹
multiplicity	1



[3]
ORCA calculation (ωB97M-V/def2-TZVPD) on a molecular structure, C34H24AuIN3O2P.

Last column: Löwdin charge in e.
Atoms and positions in Å:
Au (-0.696, 1.383, -0.072)  0.97
I (2.401, 1.368, 1.255)  1.29
P (0.439, -0.725, -0.121)  0.95
O (-4.423, 3.478, -0.149)  0.15
O (-2.660, 5.178, -0.536)  0.15
N (-2.898, 0.421, 0.573)  0.10
N (0.520, 3.724, -0.387)  0.05
N (-2.161, 2.966, -0.137)  0.00
C (1.751, -2.908, -0.771)  -0.08
C (2.005, -1.675, -0.200)  -0.26
C (5.035, 0.049, 1.293)  -0.13
C (3.749, -0.172, 0.887)  -0.58
C (-0.270, -1.481, 1.367)  -0.40
C (-1.468, -1.389, -4.200)  -0.02
C (-0.405, 4.670, -0.521)  -0.19
C (-2.127, -1.899, -3.084)  -0.03
C (1.218, 6.384, -0.871)  0.00
C (5.639, -2.152, 0.588)  0.01
C (2.730, -3.906, -0.857)  -0.02
C (-0.310, -0.748, 2.554)  -0.13
C (-1.031, -3.430, 2.564)  -0.04
C (2.190, 5.407, -0.733)  -0.02
C (-1.086, -2.689, 3.739)  -0.03
C (-3.238, -0.805, 0.990)  -0.12
C (-0.617, -2.837, 1.385)  -0.10
C (3.988, -3.647, -0.402)  0.02
C (-0.386, -1.032, -1.674)  -0.41
C (-3.520, 2.699, -0.018)  -0.44
C (4.312, -2.390, 0.156)  -0.14
C (-4.548, -1.195, 1.167)  -0.01
C (-5.567, -0.285, 0.911)  0.01
C (-1.860, 4.301, -0.400)  -0.44
C (-5.221, 0.989, 0.507)  0.04
C (-0.106, 6.000, -0.761)  0.04
C (1.796, 4.106, -0.495)  -0.21
C (-3.878, 1.297, 0.356)  -0.18
C (-1.599, -1.716, -1.820)  -0.08
C (-0.722, -1.352, 3.734)  -0.04
C (0.274, -0.511, -2.804)  -0.08
C (3.315, -1.377, 0.278)  -0.19
C (6.002, -0.959, 1.135)  -0.03
C (-0.272, -0.693, -4.060)  -0.04
H (-0.565, -3.436, 0.485)  0.11
H (-1.303, -4.477, 2.567)  0.12
H (2.481, -4.860, -1.301)  0.13
H (7.017, -0.781, 1.463)  0.13
H (2.561, 3.353, -0.390)  -0.01
H (-6.605, -0.560, 1.038)  0.13
H (3.244, 5.636, -0.809)  0.12
H (-5.954, 1.758, 0.317)  0.14
H (-4.759, -2.199, 1.507)  0.12
H (6.364, -2.947, 0.471)  0.13
H (4.764, -4.398, -0.466)  0.13
H (-0.006, 0.286, 2.579)  0.03
H (-1.888, -1.540, -5.186)  0.13
H (-2.114, -2.121, -0.961)  0.09
H (0.235, -0.300, -4.930)  0.12
H (-2.441, -1.487, 1.214)  0.06
H (-0.746, -0.777, 4.650)  0.12
H (1.482, 7.415, -1.062)  0.13
H (1.213, 0.021, -2.696)  0.12
H (5.315, 0.991, 1.745)  0.10
H (0.784, -3.126, -1.204)  0.10
H (-1.403, -3.161, 4.660)  0.12
H (-3.053, -2.446, -3.203)  0.12
H (-0.918, 6.706, -0.854)  0.14

Results
charge	+2
energy above the lowest of the compared OMol25 structures with the same formula, charge and spin	2.962	eV
orbital gap (spin up / spin down)	4.49 / 4.50	eV
maximum force	1.517	eV Å⁻¹
multiplicity	1



[4]
ORCA calculation (ωB97M-V/def2-TZVPD) on a single C24H32N2O2 molecule.

Last column: Löwdin charge in e.
Atoms and positions in Å:
O (-4.712, 0.924, -0.966)  -0.09
O (4.173, -1.169, -2.899)  -0.07
N (3.735, 1.487, 0.589)  -0.15
N (2.413, -1.026, 1.239)  -0.12
C (0.982, -0.854, 1.439)  -0.19
C (-1.940, -0.890, 1.699)  -0.04
C (3.065, 2.594, -0.085)  -0.18
C (3.279, -2.079, -2.303)  -0.27
C (-3.405, 1.250, -0.773)  -0.29
C (1.687, 2.255, -0.569)  -0.08
C (0.178, -1.953, 0.748)  -0.12
C (-3.321, -0.821, 1.772)  -0.08
C (0.570, 2.523, 0.108)  -0.08
C (-2.334, 0.711, -1.477)  -0.01
C (3.957, 0.300, -0.209)  -0.14
C (2.847, -0.768, -0.138)  -0.29
C (3.212, -0.299, 2.206)  -0.16
C (-0.777, 2.083, -0.227)  -0.24
C (-2.121, -2.662, 0.114)  -0.05
C (-1.864, 2.605, 0.482)  -0.03
C (-3.499, -2.601, 0.190)  -0.10
C (-1.318, -1.812, 0.870)  -0.22
C (-5.029, -0.013, -1.966)  -0.09
C (3.321, -2.088, -0.774)  -0.13
C (-4.107, -1.677, 1.024)  -0.10
C (3.236, 1.207, 1.929)  -0.16
C (-3.151, 2.204, 0.213)  -0.01
C (-1.045, 1.126, -1.203)  -0.03
H (4.337, -2.308, -0.437)  0.12
H (3.885, 1.714, 2.657)  0.12
H (2.678, -2.892, -0.418)  0.11
H (3.476, -3.096, -2.674)  0.12
H (-6.113, -0.116, -1.941)  0.10
H (-3.785, -0.092, 2.421)  0.11
H (0.626, 0.123, 1.076)  0.10
H (1.649, 1.690, -1.489)  0.10
H (3.699, 2.886, -0.928)  0.12
H (0.427, -1.973, -0.315)  0.11
H (0.800, -0.910, 2.515)  0.13
H (-5.184, -1.621, 1.084)  0.11
H (2.808, -0.482, 3.204)  0.12
H (-3.988, 2.614, 0.756)  0.12
H (0.637, 3.132, 1.004)  0.11
H (4.900, -0.147, 0.129)  0.12
H (-1.653, -3.386, -0.540)  0.11
H (-4.723, 0.339, -2.957)  0.10
H (-0.235, 0.684, -1.763)  0.11
H (2.217, 1.595, 2.058)  0.10
H (2.288, -1.777, -2.652)  0.12
H (4.089, 0.601, -1.249)  0.12
H (3.032, 3.425, 0.626)  0.12
H (-1.355, -0.209, 2.297)  0.11
H (4.228, -0.702, 2.182)  0.12
H (-1.688, 3.344, 1.251)  0.11
H (0.477, -2.919, 1.166)  0.13
H (-4.567, -0.984, -1.763)  0.07
H (-2.490, -0.039, -2.237)  0.11
H (5.067, -1.381, -2.607)  0.09
H (1.986, -0.403, -0.711)  0.12
H (-4.101, -3.278, -0.400)  0.10

Results
energy above the lowest of the compared OMol25 structures with the same formula, charge and spin	3.572	eV
orbital gap	8.48	eV
SMILES	COc1ccc(/C=C/CN2CCN(CCc3ccccc3)[C@H](CCO)C2)cc1
maximum force	0.733	eV Å⁻¹
multiplicity	1